{
  "formula": "C7H17NO",
  "method": "ωB97M-V/def2-TZVPD",
  "elements": ["C", "C", "C", "N", "H", "H", "H", "H", "H", "H", "H", "C", "C", "C", "O", "H", "H", "H", "H", "H", "H", "C", "H", "H", "H", "H"],
  "coordinates": [[1.285, -0.058, -1.128], [1.093, -0.367, 0.211], [1.164, -1.832, 0.600], [1.741, 0.495, 1.142], [0.975, -0.762, -1.884], [2.017, 0.680, -1.414], [0.715, -2.464, -0.162], [2.212, -2.124, 0.717], [0.668, -2.029, 1.552], [1.494, 1.465, 0.981], [1.535, 0.258, 2.103], [-1.793, -0.946, -0.299], [-1.079, 0.128, 0.504], [-1.226, 0.002, 2.006], [-1.140, 1.327, 0.053], [-2.867, -0.747, -0.253], [-1.616, -1.946, 0.092], [-1.487, -0.899, -1.343], [-2.289, 0.091, 2.247], [-0.699, 0.808, 2.512], [-0.891, -0.962, 2.387], [0.127, 1.927, -2.163], [-0.448, 1.510, -1.072], [0.315, 1.313, -3.038], [0.960, 2.602, -1.989], [-0.766, 2.528, -2.364]],
  "relative_energy_kj_mol": 436.3,
  "total_energy_ha": -406.7641,
  "gap_ev": 7.91,
  "homo_energy_ev": -7.85
}